C40H30AlBrCl5F18KO11S as an isolated structure at a distorted geometry, computed with wB97M-V/def2-TZVPD.

Last column: Löwdin charge in e.
Geometry (Å):
C -4.56 -1.85 -1.79  0.080
C -3.41 -1.70 -1.42  -0.122
C -2.05 -1.22 -0.88  -0.122
C -0.84 -1.54 -1.81  -0.387
Br -1.15 -2.47 -3.52  0.936
C 0.57 -1.15 -1.44  -0.136
C 1.79 -1.48 -2.39  -0.146
C 1.93 -0.41 -3.56  -0.239
O 2.11 0.93 -3.09  -0.158
C 0.72 -0.40 -0.16  -0.039
C -0.48 -0.05 0.73  -0.045
C -1.89 -0.47 0.41  -0.018
C -3.14 -0.17 1.30  -0.263
F -4.06 -1.26 1.36  0.036
F -2.88 0.14 2.63  0.075
C -3.98 1.00 0.54  -0.248
F -5.19 0.45 0.06  0.077
F -3.30 1.54 -0.52  0.144
C -4.39 2.19 1.49  -0.377
F -3.33 2.87 2.00  0.181
F -5.10 3.11 0.72  0.136
F -5.31 1.72 2.46  -0.142
C -0.14 0.78 1.99  -0.290
O -0.72 1.77 2.40  0.083
C 1.16 0.31 2.79  0.014
C 1.22 0.23 4.28  0.024
C 2.53 -0.19 4.88  -0.050
C 3.71 -0.51 3.98  -0.240
S 5.30 -1.04 4.70  0.843
O 6.13 0.15 4.96  -0.296
O 5.11 -1.79 6.01  -0.588
C 6.29 -2.15 3.58  -0.374
F 7.44 -2.50 4.31  0.092
F 6.73 -1.41 2.50  0.114
C 5.59 -3.52 3.19  -0.256
F 4.23 -3.40 2.90  0.126
F 5.64 -4.32 4.36  0.098
C 6.32 -4.35 2.05  -0.241
F 6.07 -5.71 2.33  0.116
F 7.70 -4.22 2.06  0.139
C 5.78 -4.10 0.58  -0.401
F 4.58 -4.71 0.31  0.155
F 5.68 -2.77 0.23  0.139
F 6.72 -4.67 -0.28  0.127
C 3.63 -0.43 2.48  0.035
C 2.34 -0.02 1.90  0.000
C 2.15 0.06 0.33  -0.268
O 3.03 0.41 -0.42  0.139
H -5.52 -2.33 -2.17  -0.116
H 2.72 -1.58 -1.75  0.104
H 1.61 -2.52 -2.81  0.094
H 0.99 -0.44 -4.20  0.121
H 2.81 -0.69 -4.23  0.122
H 2.23 1.54 -3.86  0.076
H 0.33 0.47 4.93  0.127
H 2.68 -0.29 5.99  0.102
H 4.51 -0.65 1.81  0.126
Al 5.48 -1.56 8.00  0.929
C 0.00 3.17 -3.68  -1.078
O -0.81 2.16 -3.47  -0.184
O 1.19 3.06 -4.09  -0.088
O -0.32 4.37 -3.48  -0.105
Cl -0.26 2.22 -1.71  0.819
K -6.63 0.24 3.32  1.067
Cl -6.82 -3.64 -6.31  0.572
C -8.02 -4.36 -5.21  -0.672
C -8.27 -3.50 -3.99  -0.618
Cl -6.85 -3.46 -2.91  0.656
H -7.68 -5.36 -4.94  0.067
H -8.95 -4.46 -5.78  0.071
H -9.10 -3.90 -3.42  0.070
H -8.51 -2.47 -4.27  0.076
F -0.38 -3.26 1.18  0.060
C -0.88 -4.48 0.92  -0.279
C -2.21 -4.62 0.57  -0.008
C -2.72 -5.88 0.30  -0.073
C -1.89 -7.00 0.39  -0.098
C -0.55 -6.85 0.74  -0.087
C -0.04 -5.58 1.00  -0.020
H -2.84 -3.74 0.51  0.098
H -3.76 -6.00 0.02  0.106
H -2.29 -7.99 0.19  0.100
H 0.09 -7.72 0.82  0.102
H 1.00 -5.45 1.27  0.109
O -4.57 5.67 -6.22  0.104
C -3.86 6.48 -5.70  -0.481
O -4.05 7.83 -5.79  0.009
C -2.96 8.51 -5.15  -0.169
C -2.36 7.50 -4.20  -0.183
C -2.60 6.19 -4.91  -0.081
H -2.25 8.82 -5.92  0.124
H -3.33 9.39 -4.63  0.119
H -1.32 7.69 -3.98  0.092
H -2.91 7.51 -3.25  0.118
H -1.79 5.95 -5.61  0.139
H -2.76 5.37 -4.21  0.121
O -0.75 8.89 -2.35  -0.064
H -0.56 8.16 -1.74  0.055
H 0.09 9.36 -2.42  0.046
Cl 3.25 3.07 5.59  0.575
C 4.68 4.08 5.92  -0.644
C 5.80 3.28 6.52  -0.652
Cl 5.42 2.74 8.18  0.519
H 4.38 4.90 6.57  0.072
H 5.00 4.50 4.96  0.081
H 6.71 3.88 6.59  0.079
H 6.03 2.39 5.92  0.038
F -1.87 -1.28 -5.34  -0.826

DFT total energy: -279797.281 eV
Gap between HOMO and LUMO: 2.32 eV